The following is a quantum chemistry calculation of 7 unconnected molecules or ions with the total composition C14H42O11, from the Open Molecules 2025 dataset.

**Spin multiplicity**: 1
**HOMO level**: -9.48 eV
**Energy above the lowest of the compared OMol25 structures with the same formula, charge and spin**: 3.9 kcal/mol
**SMILES string**: OCCO.OCCO.OCCO.OCCO.CCO.CCO.CCO
**E_LUMO**: 0.0103 Ha
**Frontier orbital gap**: 9.76 eV

Geometry (Å):
O1 -2.155 2.815 3.997
C1 -2.221 1.465 3.581
C2 -1.047 0.657 3.964
O2 -0.878 0.482 5.352
H1 -1.942 2.869 4.936
H2 -3.202 0.998 3.883
H3 -2.285 1.519 2.490
H4 -0.100 1.095 3.673
H5 -1.168 -0.302 3.487
H6 -1.640 -0.004 5.696
O3 2.245 1.164 -4.165
C3 3.518 0.859 -3.512
C4 4.484 1.897 -3.968
O4 4.767 1.659 -5.252
H7 1.540 0.847 -3.558
H8 3.384 0.867 -2.427
H9 3.857 -0.133 -3.774
H10 5.382 1.995 -3.339
H11 4.011 2.884 -3.982
H12 5.226 0.836 -5.335
O5 2.189 0.272 2.710
C5 3.322 -0.401 2.158
C6 4.542 0.497 2.019
O6 4.516 1.330 0.868
H13 2.359 0.461 3.630
H14 3.660 -1.233 2.780
H15 2.954 -0.800 1.179
H16 5.422 -0.164 1.914
H17 4.661 1.037 2.978
H18 3.714 1.879 0.957
O7 0.666 0.196 -1.935
C7 0.644 1.146 -0.821
C8 -0.376 0.764 0.272
O8 0.055 -0.333 1.038
H19 0.746 -0.701 -1.474
H20 1.670 1.221 -0.399
H21 0.328 2.121 -1.226
H22 -1.317 0.515 -0.225
H23 -0.548 1.638 0.934
H24 0.752 -0.026 1.620
C9 0.936 -3.078 -2.921
C10 0.450 -3.528 -1.507
O9 0.761 -2.428 -0.685
H25 0.487 -2.155 -3.298
H26 0.658 -3.849 -3.678
H27 2.014 -2.960 -2.850
H28 0.934 -4.509 -1.236
H29 -0.649 -3.619 -1.434
H30 0.109 -2.336 0.011
C11 -3.883 1.793 0.025
C12 -3.997 1.501 -1.510
O10 -4.934 0.420 -1.717
H31 -3.431 2.769 0.211
H32 -3.354 0.987 0.514
H33 -4.906 1.786 0.414
H34 -3.045 1.213 -1.942
H35 -4.323 2.395 -2.041
H36 -5.756 0.625 -1.257
C13 -4.192 -2.642 0.405
C14 -2.830 -1.933 0.231
O11 -2.594 -1.231 1.456
H37 -4.270 -3.144 1.351
H38 -4.358 -3.367 -0.398
H39 -4.952 -1.882 0.310
H40 -2.861 -1.217 -0.600
H41 -2.054 -2.634 -0.015
H42 -1.694 -0.865 1.437

Forces on the atoms, in the same order (eV/Å):
O 0.0 0.3 0.2
C -1.4 0.8 -0.4
C 0.4 -0.7 0.3
O -0.4 0.0 0.9
H 0.0 -0.2 -0.1
H 0.9 0.2 0.1
H 0.1 -0.1 0.0
H 0.0 0.3 -0.5
H 0.2 -0.5 -0.3
H 0.2 0.1 0.0
O 0.4 -0.7 1.0
C -1.9 0.7 0.7
C -0.4 1.0 2.1
O 1.1 0.3 -3.5
H 0.6 0.1 -0.4
H 0.0 0.1 0.1
H 0.2 -0.4 -0.3
H -0.1 -0.3 0.2
H -0.2 -0.1 0.4
H 0.4 -0.7 -0.2
O 0.1 0.0 -0.4
C 0.1 -0.3 -0.7
C 0.2 -0.6 -0.3
O -0.7 0.4 0.7
H -0.1 0.1 0.4
H -0.4 -0.2 0.1
H 0.6 0.3 0.7
H -0.3 0.4 -0.1
H 0.0 0.2 -0.4
H 0.5 -0.2 -0.2
O -0.1 -0.5 2.2
C -0.3 -0.3 -0.5
C 0.6 1.0 -0.7
O -0.6 -0.5 -0.3
H 0.0 1.0 -1.0
H -0.5 0.1 -0.1
H 0.3 -0.3 0.0
H 0.1 -0.1 0.1
H 0.0 -0.2 -0.4
H 0.4 0.0 0.6
C -0.9 -1.4 0.0
C -0.5 0.3 -1.5
O 0.8 0.2 0.7
H 0.0 0.0 0.5
H 0.5 0.4 0.5
H 0.1 0.0 -0.3
H -0.3 1.1 0.1
H 0.4 -0.5 -0.5
H 0.0 0.1 0.3
C -0.4 -0.1 -1.5
C -0.8 -0.1 1.3
O 0.7 0.2 -0.2
H 0.1 -0.1 0.1
H 0.2 -0.1 0.2
H 0.1 0.2 0.1
H 0.1 -0.3 0.0
H -0.1 0.1 0.0
H 0.2 0.1 0.0
C 0.8 0.5 -1.2
C -1.3 0.4 0.6
O 0.3 -0.1 -0.2
H 0.1 -0.2 0.5
H 0.1 0.1 0.1
H -0.4 0.1 0.2
H -0.2 -0.1 -0.1
H 0.6 -0.6 0.2
H -0.1 -0.2 0.1

Electronic structure analysis, Löwdin charges in units of e: number 1, O, carries -0.054; number 2, C, carries -0.258; number 3, C, carries -0.273; number 4, O, carries -0.053; number 5, H, carries 0.085; number 6, H, carries 0.145; number 7, H, carries 0.091; number 8, H, carries 0.112; number 9, H, carries 0.106; number 10, H, carries 0.096; number 11, O, carries -0.085; number 12, C, carries -0.222; number 13, C, carries -0.329; number 14, O, carries -0.026; number 15, H, carries 0.047; number 16, H, carries 0.105; number 17, H, carries 0.110; number 18, H, carries 0.122; number 19, H, carries 0.130; number 20, H, carries 0.085; number 21, O, carries -0.088; number 22, C, carries -0.216; number 23, C, carries -0.249; number 24, O, carries -0.063; number 25, H, carries 0.098; number 26, H, carries 0.121; number 27, H, carries 0.137; number 28, H, carries 0.127; number 29, H, carries 0.125; number 30, H, carries 0.087; number 31, O, carries -0.117; number 32, C, carries -0.175; number 33, C, carries -0.219; number 34, O, carries -0.090; number 35, H, carries 0.075; number 36, H, carries 0.111; number 37, H, carries 0.129; number 38, H, carries 0.098; number 39, H, carries 0.132; number 40, H, carries 0.041; number 41, C, carries -0.071; number 42, C, carries -0.283; number 43, O, carries -0.118; number 44, H, carries 0.068; number 45, H, carries 0.082; number 46, H, carries 0.071; number 47, H, carries 0.123; number 48, H, carries 0.102; number 49, H, carries 0.058; number 50, C, carries -0.073; number 51, C, carries -0.274; number 52, O, carries -0.098; number 53, H, carries 0.079; number 54, H, carries 0.025; number 55, H, carries 0.076; number 56, H, carries 0.097; number 57, H, carries 0.101; number 58, H, carries 0.075; number 59, C, carries -0.058; number 60, C, carries -0.286; number 61, O, carries -0.103; number 62, H, carries 0.066; number 63, H, carries 0.077; number 64, H, carries 0.060; number 65, H, carries 0.102; number 66, H, carries 0.076; number 67, H, carries 0.022

The following is a quantum chemistry calculation of a molecular structure, C31H20BrF4N3O2PRu, from the Open Molecules 2025 dataset.

**Spin multiplicity**: 1
**HOMO level (alpha / beta)**: -16.45 / -16.45 eV
**E_LUMO (alpha / beta)**: -0.5013 / -0.5014 Ha
**Frontier orbital gap (alpha / beta)**: 2.81 / 2.80 eV
**Charge**: +3

Geometry (Å):
Ru1 -0.086 0.414 0.050
O1 4.348 -1.602 -2.331
C1 3.649 -1.228 -3.348
C2 4.266 -1.395 -4.634
C3 3.570 -1.073 -5.761
C4 2.262 -0.574 -5.647
C5 1.651 -0.369 -4.372
C6 2.314 -0.678 -3.228
C7 1.697 -0.463 -1.895
O2 0.608 0.256 -1.822
N1 2.265 -1.040 -0.878
N2 1.560 -0.733 0.282
C8 0.975 -1.664 0.955
C9 0.164 -1.259 2.140
C10 0.019 -2.056 3.245
C11 -0.791 -1.589 4.281
C12 -1.446 -0.378 4.143
C13 -1.272 0.365 2.986
N3 -0.468 -0.054 2.006
H1 3.804 -1.519 -1.496
H2 5.269 -1.800 -4.658
H3 4.012 -1.212 -6.738
H4 1.701 -0.336 -6.541
H5 0.647 0.032 -4.319
H6 1.087 -2.718 0.706
H7 0.523 -3.012 3.310
H8 -0.921 -2.182 5.178
H9 -2.102 -0.008 4.920
H10 -1.783 1.303 2.826
F1 -4.072 6.097 -0.967
C14 -3.062 5.329 -0.655
C15 -1.886 5.882 -0.173
F2 -1.786 7.180 -0.022
C16 -0.819 5.054 0.145
F3 0.290 5.621 0.602
C17 -0.896 3.674 0.000
P1 0.549 2.650 0.326
C18 1.852 3.234 -0.743
C19 2.830 4.070 -0.194
C20 3.814 4.603 -1.010
C21 3.832 4.309 -2.365
C22 2.847 3.497 -2.918
C23 1.856 2.960 -2.117
C24 0.987 2.824 2.036
C25 2.265 2.457 2.471
C26 2.587 2.565 3.814
C27 1.637 3.013 4.724
C28 0.362 3.369 4.297
C29 0.032 3.268 2.956
C30 -2.092 3.160 -0.470
Br1 -2.337 1.291 -0.638
C31 -3.168 3.949 -0.798
F4 -4.294 3.417 -1.238
H11 2.809 4.340 0.852
H12 4.558 5.264 -0.585
H13 4.601 4.736 -2.996
H14 2.847 3.299 -3.982
H15 1.067 2.377 -2.564
H16 3.007 2.091 1.771
H17 3.583 2.309 4.150
H18 1.893 3.091 5.773
H19 -0.362 3.749 5.006
H20 -0.950 3.586 2.623

Forces on the atoms, in the same order (eV/Å):
Ru 1.3 1.4 -0.8
O -0.5 0.1 -0.6
C 0.8 -0.4 0.4
C 0.0 0.1 -0.4
C 0.7 -0.4 0.3
C -1.0 0.4 0.9
C 0.0 0.1 -1.3
C -0.6 0.3 0.8
C 0.2 0.0 -0.7
O -0.1 -0.1 0.1
N 0.0 0.0 0.6
N -1.0 -0.1 -0.5
C 0.6 -0.4 1.0
C -0.1 0.0 -0.3
C 0.0 0.0 0.1
C 0.0 -0.1 0.1
C 0.0 0.0 0.1
C 0.1 -0.1 -0.1
N -0.1 -0.4 -0.1
H -0.2 0.1 0.3
H 0.0 0.0 0.0
H 0.0 0.0 0.0
H 0.0 0.0 0.0
H 0.0 0.0 0.0
H 0.2 0.0 0.1
H 0.0 0.0 0.0
H 0.0 0.0 0.0
H 0.0 0.0 0.0
H 0.0 0.0 0.0
F 0.0 0.0 0.0
C -0.1 0.0 0.0
C 0.0 0.1 0.0
F 0.0 0.0 0.0
C 0.0 0.1 0.0
F 0.1 -0.1 0.0
C 0.1 0.2 0.1
P -0.7 -0.7 -0.2
C 0.3 0.0 0.0
C 0.0 0.0 -0.1
C 0.1 0.1 0.0
C 0.0 0.0 0.0
C 0.0 0.0 0.0
C 0.0 0.2 0.1
C 0.0 0.1 0.2
C 0.0 -0.2 0.1
C 0.0 -0.1 0.0
C 0.0 0.0 0.0
C 0.0 0.0 0.0
C 0.1 0.2 -0.1
C -0.1 -0.2 0.0
Br 0.0 -0.3 0.0
C -0.1 0.1 0.0
F 0.0 0.0 0.0
H 0.0 0.0 0.0
H 0.0 0.0 0.0
H 0.0 0.0 0.0
H 0.0 0.0 0.0
H -0.1 -0.1 0.0
H 0.0 0.0 0.0
H 0.0 0.0 0.0
H 0.0 0.0 0.0
H 0.0 0.0 0.0
H 0.0 0.0 0.0

Electronic structure analysis, Löwdin charges in units of e: number 1, Ru, carries 0.917; number 2, O, carries 0.244; number 3, C, carries -0.153; number 4, C, carries 0.097; number 5, C, carries 0.023; number 6, C, carries 0.096; number 7, C, carries 0.044; number 8, C, carries -0.022; number 9, C, carries -0.392; number 10, O, carries -0.180; number 11, N, carries 0.074; number 12, N, carries -0.083; number 13, C, carries -0.008; number 14, C, carries -0.234; number 15, C, carries 0.039; number 16, C, carries 0.031; number 17, C, carries 0.022; number 18, C, carries -0.074; number 19, N, carries -0.062; number 20, H, carries 0.119; number 21, H, carries 0.156; number 22, H, carries 0.146; number 23, H, carries 0.144; number 24, H, carries 0.141; number 25, H, carries 0.160; number 26, H, carries 0.144; number 27, H, carries 0.142; number 28, H, carries 0.138; number 29, H, carries 0.119; number 30, F, carries 0.211; number 31, C, carries -0.106; number 32, C, carries -0.112; number 33, F, carries 0.198; number 34, C, carries -0.194; number 35, F, carries 0.146; number 36, C, carries -0.299; number 37, P, carries 1.047; number 38, C, carries -0.333; number 39, C, carries -0.070; number 40, C, carries -0.026; number 41, C, carries -0.024; number 42, C, carries -0.051; number 43, C, carries -0.088; number 44, C, carries -0.374; number 45, C, carries -0.088; number 46, C, carries -0.032; number 47, C, carries -0.018; number 48, C, carries -0.035; number 49, C, carries -0.098; number 50, C, carries -0.525; number 51, Br, carries 1.005; number 52, C, carries -0.243; number 53, F, carries 0.133; number 54, H, carries 0.110; number 55, H, carries 0.129; number 56, H, carries 0.127; number 57, H, carries 0.116; number 58, H, carries 0.093; number 59, H, carries 0.115; number 60, H, carries 0.126; number 61, H, carries 0.128; number 62, H, carries 0.127; number 63, H, carries 0.114